Formula: C2H4P2S3
Source: the OMol25 dataset
Level of theory: ωB97M-V/def2-TZVPD

Computed properties:
- Frontier orbital gap: 8.28 eV
- HOMO energy: -8.7 eV
- Lowest unoccupied orbital energy: -0.4219 eV
- ΔE to the lowest compared entry with this formula, charge and spin: 37.9 kJ/mol
- Net charge: 0

CARTESIAN COORDINATES (ANGSTROEM)
C (-0.151381, -0.143975, -1.378476)
C (0.427954, 0.173928, 0.989693)
P (-0.413079, 1.390252, -0.287339)
P (-0.092151, -1.409789, 0.028098)
S (-2.389606, 0.958181, 0.125093)
S (-2.090803, -1.206527, 0.595287)
S (2.233114, 0.490141, 1.069165)
H (-0.919445, -0.196385, -2.306817)
H (0.854328, 0.270683, -1.698675)
H (0.116056, 0.389525, 2.022808)
H (2.425008, -0.716034, 0.841164)

Atomic forces in eV per Å
C -0.36 1.66 -1.92
C -0.11 1.44 0.08
P 0.06 -1.84 0.45
P -0.22 2.15 -0.03
S -0.25 -0.96 0.78
S -0.42 0.67 -0.40
S -0.81 2.54 0.02
H 2.00 -0.22 2.25
H -0.59 -1.61 -0.22
H -0.54 -0.71 -0.49
H 1.24 -3.13 -0.52



Formula: C2H4S
Source: the OMol25 dataset
Level of theory: ωB97M-V/def2-TZVPD

Computed properties:
- Frontier orbital gap: 9.92 eV
- HOMO energy: -8.8 eV
- Structure (SMILES): C1CS1
- Lowest unoccupied orbital energy: 1.1138 eV
- ΔE to the lowest compared entry with this formula, charge and spin: 7.9 kJ/mol
- Net charge: 0

CARTESIAN COORDINATES (ANGSTROEM)
C (0.402115, 0.232026, 0.571967)
C (-0.259900, -0.323449, -0.592990)
H (1.207302, 0.934016, 0.448567)
H (0.473359, -0.353529, 1.448010)
H (0.068940, -0.050403, -1.636680)
H (-0.611322, -1.359335, -0.484802)
S (-1.280493, 0.920674, 0.245928)

Atomic forces in eV per Å
C -0.18 1.12 -0.22
C -0.21 -0.69 -1.67
H 0.12 0.18 -0.14
H -0.01 -0.61 0.75
H -0.28 -0.31 1.38
H 0.06 0.53 -0.22
S 0.49 -0.24 0.12



Formula: C2H4S2
Source: the OMol25 dataset
Level of theory: ωB97M-V/def2-TZVPD

Computed properties:
- Frontier orbital gap: 8.26 eV
- HOMO energy: -8.6 eV
- Lowest unoccupied orbital energy: -0.3589 eV
- ΔE to the lowest compared entry with this formula, charge and spin: 235.8 kJ/mol
- Net charge: 0

CARTESIAN COORDINATES (ANGSTROEM)
C (-0.240229, 0.916459, -0.790094)
C (0.421682, 0.140954, 0.267340)
S (-0.889498, 1.052898, 0.877650)
S (-0.237871, -2.143892, 0.302745)
H (0.192428, 1.752469, -1.324757)
H (-1.089462, 0.387645, -1.311552)
H (1.369560, -0.078529, 0.646483)
H (0.473389, -2.028004, 1.332184)

Atomic forces in eV per Å
C -1.59 -1.05 -1.03
C -2.81 -3.15 -0.71
S 0.26 1.14 1.35
S -0.44 2.41 -2.40
H 0.18 0.04 0.29
H 1.67 0.41 -0.11
H 1.34 0.46 0.19
H 1.39 -0.26 2.41



Formula: C2H4S2
Source: the OMol25 dataset
Level of theory: ωB97M-V/def2-TZVPD

Computed properties:
- Frontier orbital gap (spin up / spin down): 7.84 / 7.76 eV
- HOMO energy (spin up / spin down): -9.0 / -8.1 eV
- Lowest unoccupied orbital energy (spin up / spin down): -1.1426 / -0.3674 eV
- ΔE to the lowest compared entry with this formula, charge and spin: 414.7 kJ/mol
- Net charge: 0

CARTESIAN COORDINATES (ANGSTROEM)
C (-1.276408, 0.105335, -0.023494)
C (1.850658, -0.769802, -0.448171)
S (-2.431596, -0.948882, 0.113745)
S (-0.918216, 1.600236, 0.590371)
H (2.010284, 0.151983, -0.786763)
H (2.122658, -1.087776, 0.557662)
H (0.960127, -1.110265, -0.868050)
H (-2.317506, 2.059173, 0.864699)

Atomic forces in eV per Å
C -0.22 -0.57 0.74
C -0.43 -2.51 1.98
S 0.12 0.01 -0.51
S -2.06 1.20 -0.05
H 1.47 3.72 -1.03
H 0.10 0.11 -0.44
H -1.18 -1.32 -0.53
H 2.20 -0.64 -0.14



Formula: C2H4S3
Source: the OMol25 dataset
Level of theory: ωB97M-V/def2-TZVPD

Computed properties:
- Frontier orbital gap: 9.61 eV
- HOMO energy: -9.0 eV
- Structure (SMILES): SC1(S)CS1
- Lowest unoccupied orbital energy: 0.6232 eV
- ΔE to the lowest compared entry with this formula, charge and spin: 107.2 kJ/mol
- Net charge: 0

CARTESIAN COORDINATES (ANGSTROEM)
C (-0.061746, 0.942217, 0.068567)
C (0.917260, -0.113705, 0.366388)
S (1.029638, 1.302221, 1.507491)
S (0.293730, -1.669357, 1.054217)
S (2.179449, -0.435848, -0.896048)
H (-0.069590, 1.765181, -0.684704)
H (-0.972639, 0.503579, 0.317387)
H (-0.370866, -0.972631, 2.039791)
H (2.782465, -1.597935, -0.247846)

Atomic forces in eV per Å
C 0.77 1.17 0.05
C 1.40 -0.20 -0.83
S -0.25 -0.35 -0.23
S -0.41 0.96 0.51
S 0.70 -1.74 1.28
H 0.39 -1.31 0.27
H -2.00 0.25 0.34
H 0.33 -0.73 -0.45
H -0.92 1.96 -0.95



Formula: C2H5BCl2S
Source: the OMol25 dataset
Level of theory: ωB97M-V/def2-TZVPD

Computed properties:
- Frontier orbital gap: 9.22 eV
- HOMO energy: -9.0 eV
- Lowest unoccupied orbital energy: 0.1988 eV
- ΔE to the lowest compared entry with this formula, charge and spin: 263.0 kJ/mol
- Net charge: 0

CARTESIAN COORDINATES (ANGSTROEM)
B (-0.216442, -0.364787, 0.228228)
C (-1.378357, 0.445524, -0.408124)
C (1.693443, 0.397314, -0.162309)
S (-0.133013, -1.828085, 1.116105)
Cl (1.859583, 1.549364, 1.170455)
Cl (2.929936, -0.816886, -0.142291)
H (-1.722689, -0.157337, -1.378856)
H (-1.096437, 1.432933, -0.441797)
H (-2.189683, 0.347615, 0.285651)
H (1.788685, 0.895306, -1.056699)
H (-1.535029, -1.900956, 0.789636)

Atomic forces in eV per Å
B 3.91 2.28 -2.08
C -0.60 -4.13 -0.71
C -3.76 -2.11 2.53
S -2.25 -0.92 -0.14
Cl 0.17 0.36 0.19
Cl 0.49 -0.62 0.15
H 0.88 1.87 1.71
H 0.36 2.35 -1.02
H -0.86 0.10 0.31
H -0.08 1.24 -1.88
H 1.74 -0.43 0.93



Formula: C2H5BN5O3P
Source: the OMol25 dataset
Level of theory: ωB97M-V/def2-TZVPD

Computed properties:
- Frontier orbital gap: 8.03 eV
- HOMO energy: -9.4 eV
- Structure (SMILES): NP(O)c1nnc(B(O)O)nn1
- Lowest unoccupied orbital energy: -1.3826 eV
- Net charge: 0

CARTESIAN COORDINATES (ANGSTROEM)
N (3.376936, -1.329136, 0.069046)
P (2.892789, 0.177143, -0.765494)
O (3.439541, 1.561211, 0.138680)
C (0.944677, 0.174479, -0.604535)
N (0.384063, 1.463679, -0.349625)
N (-0.915058, 1.455964, -0.196745)
C (-1.506536, 0.156708, -0.316172)
B (-3.170532, 0.135488, -0.062539)
O (-3.928838, 1.364698, 0.299673)
O (-3.971686, -1.126841, -0.144566)
N (-0.945380, -1.127325, -0.613713)
N (0.353732, -1.116299, -0.766142)
H (3.379226, -1.197772, 1.115018)
H (4.288956, -1.698583, -0.278823)
H (2.859376, 1.663661, 0.971565)
H (-4.076822, 1.345819, 1.310920)
H (-3.404445, -1.902895, 0.193454)

Atomic forces in eV per Å
N -0.30 1.99 0.73
P 0.74 -0.11 0.08
O -2.69 -2.07 1.08
C 1.17 -0.04 1.05
N 0.67 -3.79 -0.62
N -0.65 -3.95 -0.57
C -1.77 0.07 0.07
B -2.29 -0.47 0.67
O 1.89 -2.85 1.33
O 3.51 1.70 1.46
N -0.44 4.03 0.71
N 0.74 3.63 0.51
H 0.17 -0.57 -1.49
H -1.11 0.74 0.48
H 1.32 0.02 -1.74
H 0.13 0.01 -2.49
H -1.08 1.64 -1.25



Formula: C2H5BaO3
Source: the OMol25 dataset
Level of theory: ωB97M-V/def2-TZVPD

Computed properties:
- Frontier orbital gap (spin up / spin down): 10.23 / 8.44 eV
- HOMO energy (spin up / spin down): -19.4 / -19.1 eV
- Lowest unoccupied orbital energy (spin up / spin down): -9.1534 / -10.6478 eV
- ΔE to the lowest compared entry with this formula, charge and spin: 0.0 kJ/mol
- Spin multiplicity: 2
- <S²>: 0.75
- Net charge: +2

CARTESIAN COORDINATES (ANGSTROEM)
H (0.846636, 0.079743, 3.927999)
O (0.593817, 1.107817, 2.212296)
O (0.227810, -0.060230, 1.589839)
C (0.949412, 1.034438, 3.400632)
H (1.291574, 1.979317, 3.830849)
Ba (1.794539, -1.895082, 1.249472)
O (4.218691, -2.215133, 2.195859)
C (4.958778, -1.847571, 3.252587)
H (6.008546, -1.709048, 2.875043)
H (4.589149, -0.917221, 3.758007)
H (5.097373, -2.697771, 3.953620)

Atomic forces in eV per Å
H 0.13 0.28 0.00
O 0.48 0.34 0.21
O 0.07 -0.37 0.27
C -0.55 0.42 -0.02
H -0.14 -0.21 0.06
Ba -0.07 -0.52 -0.71
O -0.48 -0.19 -0.11
C 0.23 1.07 0.46
H -0.19 -0.06 0.22
H 0.47 -0.79 -0.24
H 0.05 0.02 -0.13



Formula: C2H5Br
Source: the OMol25 dataset
Level of theory: ωB97M-V/def2-TZVPD

Computed properties:
- Frontier orbital gap: 10.78 eV
- HOMO energy: -10.0 eV
- Structure (SMILES): C=C.Br
- Lowest unoccupied orbital energy: 0.7731 eV
- ΔE to the lowest compared entry with this formula, charge and spin: 84.3 kJ/mol
- Net charge: 0

CARTESIAN COORDINATES (ANGSTROEM)
C (-0.097320, 1.048476, -1.273354)
C (0.724766, 0.471083, -0.366347)
Br (-1.303163, -1.975862, 1.885849)
H (-0.781774, 0.566136, -1.946264)
H (-0.305324, -2.584077, 2.705519)
H (-0.512535, 1.975029, -1.012728)
H (1.276175, 1.065646, 0.398042)
H (0.999175, -0.566430, -0.390717)

Atomic forces in eV per Å
C -0.03 -1.39 2.26
C 0.05 1.11 -0.93
Br 0.18 -0.10 0.14
H 0.50 -0.83 -0.52
H -0.18 0.09 -0.13
H 0.21 1.84 0.01
H -0.78 -0.36 -0.62
H 0.05 -0.36 -0.21



Formula: C2H5Br2N2
Source: the OMol25 dataset
Level of theory: ωB97M-V/def2-TZVPD

Computed properties:
- Frontier orbital gap: 8.57 eV
- HOMO energy: -13.7 eV
- Lowest unoccupied orbital energy: -5.1679 eV
- ΔE to the lowest compared entry with this formula, charge and spin: 216.9 kJ/mol
- Net charge: +1

CARTESIAN COORDINATES (ANGSTROEM)
C (0.495078, -0.479138, 0.466084)
C (0.585956, 0.349522, -0.747170)
N (1.781220, -1.389649, 0.708849)
N (-0.405032, -0.484489, 1.362454)
Br (3.195813, -1.177992, -0.452287)
Br (1.961731, -2.199907, 2.356214)
H (1.098579, 1.248058, -0.491355)
H (-0.388142, 0.549803, -0.941340)
H (1.182302, -0.235247, -1.528228)
H (-1.277013, 0.032979, 1.242684)
H (-0.343996, -1.223080, 2.017488)

Atomic forces in eV per Å
C 6.69 -2.51 -0.10
C 2.31 -2.38 0.37
N -4.86 2.82 -0.75
N -1.09 0.30 -0.53
Br 0.28 -0.24 0.46
Br 0.14 0.09 -0.27
H 0.60 0.78 0.08
H -2.87 0.89 -1.58
H -1.31 1.10 0.83
H 0.31 -0.22 0.13
H -0.21 -0.63 1.37



Formula: C2H5Br2N2
Source: the OMol25 dataset
Level of theory: ωB97M-V/def2-TZVPD

Computed properties:
- Frontier orbital gap: 8.62 eV
- HOMO energy: -13.9 eV
- Lowest unoccupied orbital energy: -5.2913 eV
- ΔE to the lowest compared entry with this formula, charge and spin: 384.7 kJ/mol
- Net charge: +1

CARTESIAN COORDINATES (ANGSTROEM)
C (-0.476361, 0.485063, -0.220848)
C (-1.562445, -0.478159, -0.240112)
N (-0.975068, 2.336781, -0.122021)
N (0.763386, 0.415328, 0.075467)
Br (0.438639, 3.474356, 0.011333)
Br (-2.020529, 2.740971, -1.739013)
H (-1.732501, -0.546928, -1.337610)
H (-2.473985, -0.121202, 0.179851)
H (-1.296328, -1.313831, 0.436340)
H (1.400799, -0.296490, 0.156773)
H (1.223510, 1.408763, 0.321806)

Atomic forces in eV per Å
C 0.47 4.27 1.88
C 0.88 -0.02 -0.71
N -1.12 -3.52 -0.96
N -1.36 5.05 0.05
Br 0.77 -0.04 0.00
Br 0.73 -0.54 0.94
H -0.20 -1.18 0.57
H -0.63 1.03 0.21
H 0.08 -0.25 -1.25
H 1.25 -2.84 0.27
H -0.87 -1.97 -1.01



Formula: C2H5Br2P
Source: the OMol25 dataset
Level of theory: ωB97M-V/def2-TZVPD

Computed properties:
- Frontier orbital gap (spin up / spin down): 6.58 / 8.51 eV
- HOMO energy (spin up / spin down): -8.1 / -8.4 eV
- Lowest unoccupied orbital energy (spin up / spin down): -1.4861 / 0.0848 eV
- ΔE to the lowest compared entry with this formula, charge and spin: 286.0 kJ/mol
- Net charge: 0

CARTESIAN COORDINATES (ANGSTROEM)
C (-0.952073, 0.389173, -0.904771)
C (0.403611, -0.133500, -1.160600)
P (0.984808, -1.217689, 2.018147)
Br (2.342209, 0.515706, 2.379561)
Br (-0.945772, -0.403553, 2.700271)
H (-0.859112, 1.456421, -0.680282)
H (-1.397203, 0.320625, -1.850145)
H (-1.301073, -0.176146, -0.028152)
H (1.295971, 0.304150, -0.768126)
H (0.428635, -1.055188, -1.705903)

Atomic forces in eV per Å
C 2.14 0.96 1.13
C 0.14 -0.48 0.41
P 0.16 0.33 -0.18
Br -0.16 -0.24 -0.07
Br 0.00 -0.05 0.01
H -0.37 -0.14 0.36
H -1.84 -0.49 -0.89
H -0.98 0.30 -0.58
H 0.39 0.14 0.01
H 0.51 -0.34 -0.19



| no. | DFT total energy (eV) |
| --- | --- |
| 1 | -53221.5728 |
| 2 | -12973.2498 |
| 3 | -23806.4344 |
| 4 | -23804.5801 |
| 5 | -34643.1153 |
| 6 | -38710.5624 |
| 7 | -25711.5256 |
| 8 | -8969.2388 |
| 9 | -72196.2480 |
| 10 | -145210.6399 |
| 11 | -145208.9011 |
| 12 | -151526.9848 |